Entry from the Open Molecules 2025 dataset: 5 unconnected molecules or ions with the total composition C6H20O4 in a non-equilibrium geometry (ωB97M-V/def2-TZVPD).

```
30
Properties=species:S:1:pos:R:3:forces:R:3:nbo_charge:R:1
C 0.1389 1.3991 -0.2614 -0.50 -1.88 -0.05 -0.424
H -2.4632 1.1689 1.4157 0.49 0.04 -0.25 0.224
H -0.3563 -2.2130 2.5630 0.92 -0.72 -0.15 0.230
H 0.6299 -0.9380 3.4466 0.15 -0.63 0.40 0.228
C -0.9439 1.4799 -1.3458 0.54 0.42 -0.63 -0.610
H 2.4163 1.0911 -2.5148 -0.03 -0.24 -0.01 0.483
H -2.2473 -1.4004 0.4486 -0.12 -0.11 0.22 0.471
O 1.0148 -0.7289 -3.3417 0.31 0.79 -0.24 -0.964
C 0.1837 -0.4473 1.4887 -1.05 -0.79 -2.35 -0.211
H 0.6887 -1.1096 0.7680 0.13 0.75 0.76 0.152
C -1.4182 1.3680 1.7220 -1.29 0.22 1.81 -0.681
H -0.5140 2.0080 -2.1780 0.31 0.18 -0.66 0.217
H 1.0358 0.8212 -0.5984 -0.80 1.04 -0.17 0.205
H 2.9957 0.4193 -1.2543 0.20 0.31 -0.41 0.472
C -0.3767 0.6442 0.9488 0.56 1.32 1.15 0.037
H 0.0667 -0.8043 -3.2118 0.15 -0.44 0.15 0.478
H -1.4084 1.0983 2.7872 0.02 -0.42 -0.28 0.222
H 1.4871 -1.5094 -3.0462 -0.37 -0.30 0.19 0.490
H -2.3180 -2.1787 -0.8187 -0.22 -0.26 0.07 0.462
O 2.9693 1.2583 -1.7441 0.19 -0.17 0.24 -0.949
O 2.4294 -1.6512 -0.3926 -0.37 0.11 0.29 -0.929
H 0.4236 2.4266 0.0028 0.17 -0.43 0.14 0.227
H -1.3339 2.4430 1.8475 0.32 0.36 -0.87 0.223
O -2.6876 -2.1777 0.0743 0.42 0.41 -0.25 -0.931
C -0.1486 -1.1702 2.7286 -1.77 0.46 1.19 -0.670
H -1.2874 0.5319 -1.7473 0.02 -0.37 0.26 0.185
H -1.8219 2.0785 -1.1312 -0.15 -0.03 0.69 0.215
H 1.7487 -0.9684 -0.3582 0.22 0.31 -0.82 0.460
H 2.2262 -1.9994 0.4853 0.76 -0.59 -0.02 0.471
H -1.1295 -0.9399 3.2175 0.80 0.65 -0.42 0.219
```
Forces are in eV/Å.

Summary:
LUMO = 0.2 eV
E_HOMO = -9.5 eV
DFT total energy = -541.50168 Ha
charge = 0
SMILES = C/C=C(\C)CC.O.O.O.O
maximum force = 2.69 eV/A
relative energy (zero: lowest compared OMol25 entry of this formula, charge and spin) = 1.4430 eV